This record from the Open Molecules 2025 dataset describes a structure of composition C20H25ClIrN2O at a distorted geometry. The level of theory is ωB97M-V/def2-TZVPD.

Computed properties:
HOMO energy (spin up / spin down) = -0.4376 / -0.5566 Ha
2S+1 = 6
Calculated total energy = -1525.498580 Ha
Charge = +2
Molar mass = 537.10 g/mol
Kohn-Sham gap (spin up / spin down) = 6.200 / 4.834 eV
Largest force on an atom = 6.5 eV/A

Geometry (Å):
C -2.59872 4.86003 -1.10206
C -3.61679 4.95494 0.02956
C -1.80379 6.16094 -1.15896
C -3.36031 4.68139 -2.41137
Cl -1.44362 3.40465 -0.82362
H -2.48646 7.00741 -1.33183
H -1.07256 6.14505 -1.97063
H -1.27354 6.33985 -0.22012
H -4.27525 5.82217 -0.14140
H -3.12726 5.08203 0.99793
H -4.23799 4.05677 0.07246
H -4.01695 5.55019 -2.57822
H -3.98310 3.78372 -2.37878
H -2.68004 4.59782 -3.26189
C 1.73660 -0.18352 1.79386
C 2.37850 1.09108 1.62149
C 1.36645 2.06972 1.35966
H 3.43936 1.28690 1.70140
C 0.08126 1.41997 1.43765
C 0.30203 0.02659 1.68506
H -0.46841 -0.72617 1.78243
H 2.22786 -1.13432 2.00644
H 1.52788 3.13677 1.19583
H -0.87721 1.90242 1.33199
C 0.35753 -0.82553 -1.74344
C 1.78996 -1.05011 -1.72485
C 2.42629 0.16995 -2.13631
H 2.28831 -1.99120 -1.48167
C 1.40608 1.14861 -2.36396
C 0.13000 0.51912 -2.15885
H -0.83988 0.99054 -2.29907
H -0.41167 -1.55368 -1.49992
H 3.48884 0.31854 -2.27971
H 1.56243 2.17637 -2.70444
Ir 1.23069 0.47689 -0.23687
N 1.19429 -7.56709 2.88248
C 1.03536 -7.22113 1.56382
O 0.93679 -8.05951 0.67402
C 0.94673 -5.73746 1.28210
C 0.85851 -4.73901 2.27286
C 0.81173 -3.39197 1.86271
N 0.80696 -3.01308 0.58119
C 0.87725 -3.95828 -0.36680
C 0.94540 -5.33316 -0.06815
H 1.38882 -8.54213 3.05636
H 1.52318 -6.91393 3.58304
H 0.83565 -4.97195 3.33699
H 0.77656 -2.60292 2.63171
H 0.88814 -3.62763 -1.41133
H 1.00813 -6.03666 -0.88882



This record from the Open Molecules 2025 dataset describes a structure of composition C2H3Eu at a distorted geometry. The level of theory is ωB97M-V/def2-TZVPD.

Computed properties:
HOMO energy (spin up / spin down) = -0.4672 / -0.4669 Ha
2S+1 = 8
Calculated total energy = -787.912648 Ha
Charge = +1
Molar mass = 179.01 g/mol
Kohn-Sham gap (spin up / spin down) = 7.799 / 7.970 eV
Largest force on an atom = 1.7 eV/A

Geometry (Å):
C -0.68163 -0.64401 -0.18976
H -0.45563 -1.63567 0.18091
C -1.10470 0.49507 -0.28677
H -1.65015 1.41671 -0.12968
H 2.32352 -0.64778 -0.16489
Eu 1.56859 1.01568 0.59020



Question: Look up the largest force on an atom of the second one.
Answer: 1.7 eV/A



Question: What is the formula in the second record?
Answer: C2H3Eu



Question: Among the records above, which one has the highest molar mass?
Answer: C20H25ClIrN2O



Question: What is the calculated total energy in the first record?
Answer: -1525.498580 Ha